(1)
Density functional theory data (ωB97M-V with the def2-TZVPD basis set) for C20H28MoNO2S as an isolated structure in a non-equilibrium geometry.

XYZ file:
```
53
C20H28MoNO2S | the OMol25 dataset | ωB97M-V with the def2-TZVPD basis set
O -0.14 -0.31 -5.02
C -0.54 0.63 -6.15
C -0.07 -0.34 -7.23
H -0.01 1.58 -6.03
H -1.64 0.78 -6.18
C -0.02 -1.34 -6.06
H 0.92 -0.05 -7.59
H -0.75 -0.61 -8.03
C 1.27 -2.14 -6.09
H 2.14 -1.50 -5.88
H 1.42 -2.56 -7.10
H 1.24 -2.97 -5.39
C -1.26 -2.20 -5.93
H -2.17 -1.59 -5.97
H -1.23 -2.68 -4.94
H -1.33 -3.02 -6.66
Mo -0.48 -0.89 -1.77
C -2.74 -1.37 -0.21
C -2.66 0.03 -0.14
C -2.55 0.57 -1.46
H -2.83 0.61 0.78
C -2.52 -0.55 -2.39
C -2.53 -1.77 -1.58
H -2.66 -2.78 -1.99
H -3.09 -2.05 0.58
H -2.73 1.59 -1.79
H -2.67 -0.52 -3.47
C 0.99 -2.79 -0.55
C 0.01 -3.10 -1.56
C 0.47 -2.49 -2.80
H -0.82 -3.81 -1.45
C 1.59 -1.63 -2.46
C 1.82 -1.75 -1.05
H 2.63 -1.26 -0.51
H 1.14 -3.35 0.37
H 0.07 -2.69 -3.79
H 2.24 -1.17 -3.21
O 2.85 3.42 -4.07
C 2.03 2.39 -3.48
C 0.56 2.85 -3.41
H 2.41 2.18 -2.46
H 2.18 1.47 -4.09
C 0.57 4.31 -3.87
H 0.17 2.77 -2.39
H -0.04 2.24 -4.10
C 2.05 4.63 -4.16
H 0.17 4.98 -3.12
H -0.11 4.42 -4.73
H 2.43 5.37 -3.42
H 2.11 5.07 -5.17
S 1.31 1.82 1.40
C 0.60 1.08 0.21
N 0.19 0.50 -0.78
```

Output
**Spin multiplicity**: 3
**Highest occupied orbital energy (spin up / spin down)**: -11.059 / -11.605 eV
**Relative energy (zero: lowest compared OMol25 entry of this formula, charge and spin)**: 2.081 eV
**Total charge**: +1

---

(2)
Density functional theory data (ωB97M-V with the def2-TZVPD basis set) for an isolated molecule of C20H28N2.

XYZ file:
```
50
C20H28N2 | the OMol25 dataset | ωB97M-V with the def2-TZVPD basis set
H -0.39 0.43 6.39
N 0.48 0.58 5.89
C 0.44 0.17 4.68
C -0.67 -0.44 3.99
C -0.57 -0.89 2.72
N 0.57 -0.82 1.97
C 0.59 -1.36 0.63
C 0.26 -0.29 -0.43
C 0.30 -0.88 -1.84
C -0.03 0.17 -2.90
C 0.01 -0.41 -4.31
C -0.23 0.63 -5.40
C -1.65 1.18 -5.42
C -1.87 2.12 -6.60
C 1.67 -0.16 2.51
C 2.84 0.03 1.76
C 3.93 0.67 2.31
C 3.90 1.14 3.62
C 2.75 0.96 4.36
C 1.63 0.32 3.83
C -1.85 -1.53 2.26
C -2.87 -1.06 3.32
C -2.03 -0.71 4.56
H -0.14 -2.16 0.57
H 1.57 -1.79 0.43
H 0.97 0.53 -0.35
H -0.73 0.12 -0.23
H 1.30 -1.28 -2.03
H -0.41 -1.70 -1.91
H 0.68 1.00 -2.82
H -1.03 0.57 -2.69
H 0.99 -0.87 -4.46
H -0.74 -1.21 -4.39
H -0.02 0.16 -6.37
H 0.48 1.45 -5.27
H -2.36 0.35 -5.48
H -1.85 1.72 -4.49
H -2.88 2.51 -6.60
H -1.70 1.60 -7.54
H -1.18 2.96 -6.55
H 2.91 -0.30 0.74
H 4.82 0.81 1.71
H 4.76 1.63 4.04
H 2.67 1.30 5.38
H -2.15 -1.22 1.26
H -1.75 -2.62 2.27
H -3.62 -1.82 3.53
H -3.38 -0.17 2.96
H -2.44 0.16 5.09
H -1.99 -1.54 5.27
```

Output
**SMILES string**: [H]/N=c1\c2c(n(CCCCCCCC)c3ccccc13)CCC2
**Highest occupied orbital energy**: -7.395 eV
**Relative energy (zero: lowest compared OMol25 entry of this formula, charge and spin)**: 0.088 eV

---

(3)
Density functional theory data (ωB97M-V with the def2-TZVPD basis set) for an isolated molecule of C20H28N2O2S in a non-equilibrium geometry.

XYZ file:
```
53
C20H28N2O2S | the OMol25 dataset | ωB97M-V with the def2-TZVPD basis set
C -7.28 -0.06 0.38
C -5.84 -0.34 0.61
C -5.23 -0.75 1.76
C -3.84 -0.92 1.63
C -3.39 -0.63 0.37
C -2.04 -0.69 -0.11
N -1.00 -1.06 0.58
C 0.05 -0.98 -0.30
C 1.45 -1.33 0.10
N 2.40 -0.32 -0.33
C 3.67 -0.86 -0.76
C 4.54 -1.53 0.32
C 5.78 -2.27 -0.19
C 6.62 -1.60 0.91
C 5.45 -0.64 1.18
C 2.52 0.78 0.60
C 1.26 1.66 0.65
C 1.51 2.94 1.46
C 2.07 3.91 0.41
C 1.63 3.29 -0.93
O 0.87 2.13 -0.63
C -0.42 -0.56 -1.51
C 0.26 -0.25 -2.79
O -1.75 -0.37 -1.39
S -4.69 -0.14 -0.67
H -7.43 0.97 0.07
H -7.67 -0.70 -0.41
H -7.84 -0.25 1.29
H -5.77 -0.94 2.67
H -3.18 -1.24 2.41
H 1.71 -2.28 -0.37
H 1.46 -1.49 1.19
H 3.47 -1.60 -1.54
H 4.24 -0.04 -1.22
H 3.91 -2.17 0.94
H 6.07 -1.96 -1.19
H 5.74 -3.36 -0.16
H 7.55 -1.14 0.59
H 6.82 -2.26 1.75
H 5.16 -0.51 2.23
H 5.62 0.35 0.75
H 2.73 0.45 1.63
H 3.36 1.40 0.26
H 0.42 1.08 1.04
H 2.20 2.77 2.29
H 0.57 3.31 1.86
H 1.68 4.91 0.54
H 3.16 3.96 0.47
H 0.98 3.96 -1.50
H 2.50 3.02 -1.55
H 1.04 -0.99 -2.98
H 0.72 0.73 -2.72
H -0.46 -0.26 -3.60
```

Output
**SMILES string**: Cc1ccc(-c2nc(CN(CC3CCC3)C[C@H]3CCCO3)c(C)o2)s1
**Highest occupied orbital energy**: -7.409 eV
**Relative energy (zero: lowest compared OMol25 entry of this formula, charge and spin)**: 0.913 eV

---

(4)
Density functional theory data (ωB97M-V with the def2-TZVPD basis set) for C20H28N2O4 as an isolated structure in a non-equilibrium geometry.

XYZ file:
```
54
C20H28N2O4 | the OMol25 dataset | ωB97M-V with the def2-TZVPD basis set
C 4.34 4.06 3.60
C 3.42 2.90 3.98
C 4.33 1.68 4.30
H 5.00 2.06 5.27
H 3.65 1.15 4.83
C 5.30 1.21 3.43
C 4.50 0.75 2.37
N 3.75 -0.14 1.98
C 3.21 -0.07 0.75
C 2.21 -0.97 0.15
C 2.03 -0.71 -1.25
C 2.52 0.61 -1.83
C 3.15 1.56 -1.04
C 3.66 0.94 0.13
O 4.48 1.74 1.00
H 3.69 2.21 -1.44
H 1.95 0.79 -2.62
C 1.01 -1.55 -1.86
O 1.38 -2.03 -3.16
N -0.17 -1.91 -1.41
C -0.84 -0.99 -0.42
H -0.02 -0.57 0.18
C -1.97 -0.35 -1.00
H -2.48 0.10 -0.06
H -1.57 0.63 -1.89
C -3.08 -1.17 -1.77
C -2.37 -1.82 -2.69
C -1.05 -2.74 -2.35
H -0.45 -3.21 -2.86
H -1.54 -3.50 -1.46
H -2.88 -2.61 -3.45
H -1.87 -1.06 -3.58
O -4.03 -0.33 -2.25
C -5.16 -0.79 -2.80
C -5.87 -1.92 -2.02
O -5.97 -1.79 -0.86
C -6.86 -0.38 -0.58
H -7.78 -0.82 -0.87
H -6.30 0.38 -0.79
H -6.85 -0.61 0.61
H -5.41 -3.01 -1.98
H -6.67 -2.32 -2.44
H -5.72 -0.01 -3.01
H -4.83 -1.26 -3.71
H -3.35 -1.81 -1.06
H -1.44 -1.82 0.30
H 1.78 -1.91 0.67
H 5.84 1.94 3.08
H 5.85 0.35 3.55
H 3.03 2.60 3.27
H 2.94 3.24 4.82
H 3.73 5.02 3.35
H 4.98 4.41 4.16
H 4.79 3.87 2.73
```

Output
**Highest occupied orbital energy**: -8.461 eV
**Relative energy (zero: lowest compared OMol25 entry of this formula, charge and spin)**: 22.768 eV

---

(5)
Density functional theory data (ωB97M-V with the def2-TZVPD basis set) for an isolated molecule of C20H28N2O5 in a non-equilibrium geometry.

XYZ file:
```
55
C20H28N2O5 | the OMol25 dataset | ωB97M-V with the def2-TZVPD basis set
C -1.67 -3.82 -1.33
C -1.50 -3.46 0.05
O -0.36 -3.02 0.17
C -0.41 -1.78 1.02
O -1.41 -1.24 1.58
C 1.03 -1.06 0.89
C 2.13 -2.17 0.84
C 3.53 -1.53 1.48
C 3.91 -0.31 0.41
C 3.89 1.04 1.06
C 4.44 1.93 0.36
C 4.50 1.93 -0.91
C 4.47 0.56 -1.69
C 4.17 -0.64 -0.93
N 1.08 -0.04 -0.13
C 0.16 1.24 0.10
C 0.80 2.19 -0.64
C -1.26 0.81 -0.61
O -1.20 -0.23 -1.60
N -2.21 1.40 0.03
C -2.32 2.04 1.10
C -3.87 2.30 1.54
C -4.36 2.34 0.06
C -3.42 1.39 -0.76
C -4.28 -0.09 -0.67
O -5.43 -0.12 0.09
O -3.58 -0.97 -1.08
H -2.51 -4.17 -1.74
H -1.49 -3.02 -1.93
H -0.84 -4.62 -1.54
H -1.58 -4.24 0.66
H -2.40 -2.77 0.28
H 1.18 -0.52 1.92
H 1.98 -2.77 1.50
H 2.20 -2.44 -0.37
H 3.40 -1.21 2.33
H 4.30 -2.29 1.03
H 3.82 1.13 1.91
H 4.56 2.84 0.70
H 5.00 2.60 -1.70
H 4.95 0.41 -2.78
H 4.07 -1.41 -1.48
H 1.06 -0.54 -0.96
H 0.11 1.18 1.12
H 1.79 2.56 -0.42
H 0.11 3.08 -0.72
H 0.85 2.01 -1.75
H -1.86 1.62 2.02
H -1.83 2.96 1.26
H -3.95 3.08 2.03
H -4.26 1.31 1.93
H -5.39 2.36 -0.32
H -4.02 3.38 -0.48
H -3.39 1.51 -1.65
H -2.73 -0.75 -1.27
```

Output
**SMILES string**: CCOC(=O)[C@@H](CCc1ccccc1)N[C@@H](C)C(=O)N1CCC[C@@H]1C(=O)O
**Highest occupied orbital energy**: -8.146 eV
**Relative energy (zero: lowest compared OMol25 entry of this formula, charge and spin)**: 21.480 eV